Molecular formula: C4H6N2S
Method: DFT, ωB97M-V/def2-TZVPD

XYZ file:
```
13
Properties=species:S:1:pos:R:3
S -0.547 1.275 -0.021
N 1.057 -1.047 0.255
N 1.995 1.115 0.308
C 0.028 -1.769 -0.253
C 1.046 0.335 0.128
C -1.151 -1.364 -0.371
C -1.705 -0.003 0.047
H 1.859 2.069 0.199
H -1.934 -0.173 1.115
H -2.515 0.303 -0.562
H -1.724 -2.229 -1.094
H 2.138 -1.373 0.420
H 0.262 -2.672 -0.981
```

The spin multiplicity is 1. The energy above the lowest of the compared OMol25 structures with the same formula, charge and spin comes out at 67.0 kcal per mole. The HOMO energy comes out at -8.74 eV. The calculation puts the maximum force at 7.64 eV/A. The HOMO-LUMO gap comes out at 9.41 eV. Its net charge is 0.

Results of the Mulliken charge analysis, in e, for atoms 1 through 8:
1. S -0.200
2. N -0.243
3. N -0.686
4. C -0.127
5. C 0.388
6. C -0.241
7. C -0.436
8. H 0.266